# C6H13NO3

A molecular structure, C6H13NO3 (ωB97M-V/def2-TZVPD, the Open Molecules 2025 dataset).

Positions of all 23 atoms, in Å:
C (0.8463, -0.5924, 1.3924)
C (0.0927, -0.1358, 0.1578)
C (-1.3697, -0.5063, 0.0464)
C (-1.0113, 0.9117, 0.3303)
C (-1.3288, 1.5463, 1.6602)
O (-0.4349, 2.5886, 1.9988)
C (0.9054, -0.0577, -1.0959)
N (0.1317, -1.2409, -2.5964)
O (1.2337, 0.9996, -1.6089)
H (0.1943, -0.6536, 2.2714)
H (1.1906, -1.6283, 1.2779)
H (1.6899, 0.0720, 1.6235)
H (-1.8636, -0.6970, -0.9054)
H (-1.7764, -1.1051, 0.8631)
H (-1.1355, 1.6030, -0.5064)
H (-2.3268, 2.0028, 1.6056)
H (-1.3679, 0.7859, 2.4567)
H (0.4509, 2.2262, 2.0914)
H (-0.8536, -1.0033, -2.5600)
H (0.3726, -1.1031, -3.5733)
H (1.1996, -1.8922, -2.2359)
O (2.1961, -1.2885, -1.1663)
H (2.9650, -0.8317, -1.5271)

Results
E_LUMO (eV): 0.661
Total charge: 0
Energy above the lowest of the compared OMol25 structures with the same formula, charge and spin (kcal/mol): 121.0
HOMO energy (hartree): -0.3441
Gap between HOMO and LUMO (eV): 10.0254
DFT total energy (eV): -14061.38064